1.
ORCA calculation (the ωB97M-V functional and the def2-TZVPD basis) on one molecule with the formula C10H15NOS2 in a non-equilibrium geometry.

Computed properties:
**Molar mass**: 229.370 g mol⁻¹
**Structure (SMILES)**: [H]/N=C/CC(=S)OC=C=C(C)[C@@H](C)SC
**Energy**: -1316.2661 Eh
**Energy relative to the best compared isomer or geometry (same formula, charge and spin)**: 0.00 kJ/mol
**Orbital gap**: 8.8 eV
**LUMO**: 0.0083 hartree
**HOMO energy**: -8.6 eV

Last column: natural (NBO) charge in e.
Positions of all 29 atoms, in Å:
1 H 2.54 2.50 2.59  0.3474
2 N 3.11 1.67 2.57  -0.6111
3 C 3.87 1.60 1.59  0.1379
4 C 4.72 0.43 1.30  -0.5709
5 C 4.44 -0.10 -0.14  0.2215
6 S 5.54 -0.21 -1.31  -0.0010
7 O 3.16 -0.33 -0.48  -0.4831
8 C 2.17 -0.56 0.45  0.0281
9 C 0.97 -0.95 0.08  0.0071
10 C -0.28 -1.23 -0.10  -0.0075
11 C -0.91 -2.64 -0.19  -0.6464
12 C -1.23 -0.10 -0.45  -0.3427
13 C -0.70 1.30 -0.41  -0.6321
14 S -1.96 -0.40 -2.12  0.1784
15 C -3.72 0.01 -1.82  -0.7359
16 H 4.05 2.46 0.93  0.1608
17 H 4.51 -0.47 1.89  0.2478
18 H 5.77 0.82 1.39  0.2689
19 H 2.42 -0.35 1.42  0.2056
20 H -1.60 -2.99 0.54  0.2239
21 H -1.60 -2.72 -0.96  0.2387
22 H -0.04 -3.30 -0.24  0.2273
23 H -2.07 -0.17 0.24  0.2161
24 H 0.18 1.42 -1.13  0.2187
25 H -1.34 2.07 -0.84  0.2273
26 H -0.30 1.62 0.54  0.2129
27 H -4.29 -0.67 -2.48  0.2313
28 H -3.92 1.00 -2.18  0.2108
29 H -3.95 0.06 -0.75  0.2203



2.
ORCA calculation (the ωB97M-V functional and the def2-TZVPD basis) on a 3-piece molecular cluster, C19H39N3O5P overall in a non-equilibrium geometry.

Computed properties:
**Molar mass**: 420.511 g mol⁻¹
**Net charge**: +1
**Energy**: -1628.7278 Eh
**Orbital gap**: 5.7 eV
**LUMO**: -0.1773 hartree
**HOMO energy**: -10.5 eV

Last column: natural (NBO) charge in e.
Positions of all 67 atoms, in Å:
1 C -0.45 2.89 0.50  -0.2448
2 C 0.89 2.63 0.64  -0.3279
3 C 1.91 3.10 -0.31  0.2632
4 C 2.69 2.29 -1.13  -0.2072
5 C 3.58 2.87 -2.01  -0.0772
6 C 3.72 4.26 -2.06  -0.2099
7 C 2.95 5.03 -1.22  -0.0996
8 P 3.07 6.87 -1.22  1.5100
9 O 4.12 7.37 -0.33  -1.0173
10 N 2.08 4.44 -0.38  -0.4272
11 H -0.95 3.49 1.24  0.2195
12 H -1.01 2.47 -0.34  0.2188
13 H 1.26 2.05 1.48  0.2694
14 H 2.54 1.22 -1.06  0.2631
15 H 4.16 2.26 -2.68  0.2532
16 H 4.42 4.71 -2.75  0.2622
17 H 3.25 7.14 -2.59  -0.0465
18 H 1.78 7.25 -0.81  -0.0704
19 H 1.50 5.01 0.24  0.4506
20 C -0.84 -0.36 1.10  -0.2495
21 O -1.12 0.51 2.19  -0.5718
22 C -2.48 0.42 2.63  -0.0705
23 C -2.55 -0.14 4.03  -0.2432
24 N -2.18 -1.55 4.04  -0.6222
25 C -2.04 -2.13 5.38  -0.2495
26 C -0.89 -1.62 6.25  -0.0844
27 O 0.39 -1.94 5.75  -0.5403
28 C 0.96 -1.01 4.85  -0.2428
29 H 0.19 -0.17 0.78  0.1798
30 H -0.92 -1.41 1.40  0.1844
31 H -1.51 -0.17 0.26  0.1677
32 H -3.08 -0.17 1.94  0.1854
33 H -2.88 1.44 2.64  0.1799
34 H -3.57 -0.03 4.41  0.2020
35 H -1.89 0.46 4.67  0.1678
36 H -1.31 -1.66 3.55  0.3483
37 H -1.90 -3.20 5.24  0.2089
38 H -2.98 -2.00 5.92  0.1962
39 H -0.98 -2.12 7.21  0.1983
40 H -0.97 -0.54 6.45  0.1600
41 H 0.64 0.01 5.08  0.1656
42 H 0.71 -1.25 3.81  0.1511
43 H 2.04 -1.07 4.96  0.1904
44 C 2.11 -2.42 -2.07  -0.2486
45 O 1.00 -1.54 -1.99  -0.5648
46 C 0.84 -0.69 -3.11  -0.0652
47 C -0.44 -1.00 -3.86  -0.2416
48 N -0.34 -2.28 -4.53  -0.6231
49 C -1.59 -2.76 -5.11  -0.2495
50 C -2.72 -3.12 -4.15  -0.0828
51 O -2.45 -4.24 -3.34  -0.5391
52 C -1.79 -3.97 -2.12  -0.2428
53 H 2.17 -2.96 -1.13  0.2004
54 H 1.99 -3.14 -2.88  0.1779
55 H 3.04 -1.87 -2.22  0.1618
56 H 1.71 -0.75 -3.78  0.1824
57 H 0.78 0.34 -2.73  0.1547
58 H -0.62 -0.22 -4.60  0.1947
59 H -1.26 -0.97 -3.13  0.1669
60 H 0.00 -2.97 -3.87  0.3535
61 H -1.35 -3.65 -5.69  0.2116
62 H -1.95 -2.01 -5.82  0.1927
63 H -3.58 -3.40 -4.76  0.1981
64 H -3.04 -2.27 -3.54  0.1561
65 H -2.08 -2.99 -1.71  0.1616
66 H -0.71 -4.02 -2.21  0.1548
67 H -2.10 -4.74 -1.40  0.1967



3.
ORCA calculation (the ωB97M-V functional and the def2-TZVPD basis) on an isolated ion of composition C6H7O3 and charge -1 in a non-equilibrium geometry.

Computed properties:
**Molar mass**: 127.119 g mol⁻¹
**Net charge**: -1
**Energy**: -458.4209 Eh
**Energy relative to the best compared isomer or geometry (same formula, charge and spin)**: 367.88 kJ/mol
**Orbital gap (spin up / spin down)**: 6.1 / 5.7 eV
**LUMO (spin up / spin down)**: 0.1455 / 0.1470 hartree
**HOMO energy (spin up / spin down)**: -2.1 / -1.7 eV

Last column: natural (NBO) charge in e.
Positions of all 16 atoms, in Å:
1 C -0.41 0.03 -2.69  -0.6987
2 C -0.87 1.00 -1.92  0.6722
3 C 0.30 -1.12 -2.37  0.5462
4 C 0.19 -1.50 -0.73  -0.1269
5 C 0.80 0.73 0.18  -0.1589
6 C -0.02 1.12 1.34  -0.6870
7 O -1.65 1.87 -1.65  -0.5758
8 O 0.94 -1.87 -3.16  -0.6691
9 O 1.11 -0.66 -0.09  -0.5811
10 H -0.38 0.19 -3.72  0.2215
11 H -0.83 -1.51 -0.47  0.1554
12 H 0.68 -2.49 -0.44  0.1750
13 H 1.59 1.46 -0.24  0.1610
14 H -1.15 1.13 1.07  0.1877
15 H 0.44 1.98 1.71  0.2068
16 H -0.02 0.46 2.27  0.1717



4.
ORCA calculation (the ωB97M-V functional and the def2-TZVPD basis) on a 2-piece molecular cluster, C3H11N2 overall in a non-equilibrium geometry.

Computed properties:
**Molar mass**: 75.135 g mol⁻¹
**Net charge**: +1
**Energy**: -230.1484 Eh
**Energy relative to the best compared isomer or geometry (same formula, charge and spin)**: 89.23 kJ/mol
**Orbital gap**: 10.6 eV
**LUMO**: -0.1756 hartree
**HOMO energy**: -15.3 eV

Last column: natural (NBO) charge in e.
Positions of all 16 atoms, in Å:
1 C -2.83 0.50 0.57  -0.5996
2 C -1.34 0.01 0.57  -0.6178
3 H -3.00 1.12 -0.30  0.2141
4 H -3.44 -0.38 0.45  0.2160
5 H -3.08 1.01 1.53  0.2233
6 H -1.07 -0.41 -0.40  0.1792
7 H -1.15 -0.78 1.32  0.2076
8 H -0.65 0.83 0.78  0.1831
9 N 2.94 0.33 0.02  -0.6573
10 C 1.83 -0.36 -0.20  0.4289
11 N 1.59 -0.87 -1.39  -0.7719
12 H 3.54 0.50 -0.77  0.4261
13 H 2.99 0.98 0.80  0.4397
14 H 1.18 -0.43 0.67  0.2410
15 H 0.99 -1.70 -1.38  0.4339
16 H 1.48 -0.34 -2.25  0.4535